(1)
ORCA calculation (ωB97M-V with the def2-TZVPD basis set) on a structure of composition C24H24BrIMgO4S4.

```
! wB97M-V def2-TZVPD RIJCOSX def2/J DEFGRID3
* xyz -2 1
Mg 0.1156 2.3976 1.6715
O -3.6991 6.2636 5.9008
C -3.1514 5.5196 5.1054
S -2.6631 5.9951 3.4850
C -1.8555 4.5001 3.0181
C -1.8039 3.5332 3.9559
S -1.0734 1.9324 3.8278
S -2.5540 3.9170 5.5033
S -1.2168 4.4499 1.3702
C 0.6810 -2.3888 -4.8142
C -0.0462 -1.0377 -4.8203
C -1.4658 -1.2507 -5.3635
C 0.6918 -0.1024 -5.7770
C -0.1018 -0.4690 -3.4005
C 0.4462 0.7560 -3.0469
C 0.3684 1.2012 -1.7374
Br 1.1031 2.8896 -1.2982
C -0.2411 0.4795 -0.6933
O -0.2644 0.8976 0.5298
C -0.8457 -0.7566 -1.0698
C -0.7434 -1.1867 -2.3852
C -1.6128 -1.5610 -0.0105
C -2.2314 -2.8376 -0.5857
C -2.7584 -0.7141 0.5651
C -0.6687 -1.9710 1.1288
H 0.7392 -2.8035 -5.8279
H 0.1629 -3.1131 -4.1811
H 1.6964 -2.2746 -4.4263
H -1.4334 -1.6437 -6.3868
H -2.0187 -0.3079 -5.3705
H -2.0246 -1.9589 -4.7469
H 0.7092 -0.5424 -6.7787
H 1.7252 0.0616 -5.4614
H 0.2017 0.8720 -5.8447
H 0.9439 1.3858 -3.7725
H -1.1992 -2.1325 -2.6497
H -2.9378 -2.6216 -1.3921
H -2.7801 -3.3480 0.2108
H -1.4754 -3.5312 -0.9659
H -3.4629 -0.4427 -0.2273
H -2.3924 0.1989 1.0300
H -3.3006 -1.2943 1.3197
H 0.1501 -2.5903 0.7480
H -1.2170 -2.5462 1.8831
H -0.2485 -1.0879 1.6082
I 3.2062 -3.5874 5.2882
C 3.1574 -1.7006 4.3838
C 2.1690 -1.4217 3.4522
C 2.1435 -0.1602 2.8663
C 3.0973 0.7958 3.1833
C 4.0820 0.4874 4.1152
C 4.1171 -0.7567 4.7325
C 3.1072 2.1519 2.5059
O 4.1714 2.7696 2.5033
O 1.9965 2.5214 2.0195
H 1.4251 -2.1622 3.1870
H 1.3730 0.0775 2.1362
H 4.8290 1.2385 4.3331
H 4.8780 -0.9893 5.4664
*
```

molar mass: 735.83 g mol⁻¹
LUMO level: 0.126 hartree
max |F|: 0.733 eV Å⁻¹

---

(2)
ORCA calculation (ωB97M-V with the def2-TZVPD basis set) on the molecule C3HCl3 in a non-equilibrium geometry.

```
! wB97M-V def2-TZVPD RIJCOSX def2/J DEFGRID3
* xyz 0 1
C -0.8135 -0.1088 0.2999
C 0.4674 0.1132 -0.3747
C 1.6015 0.2684 -0.7188
H 2.6450 0.4785 -1.0013
Cl -0.3488 -1.0359 1.7854
Cl -1.6367 1.4747 0.6612
Cl -1.9148 -1.1902 -0.6515
*
```

molar mass: 143.40 g mol⁻¹
SMILES: C#CC(Cl)(Cl)Cl
LUMO level: 0.013 hartree
max |F|: 1.451 eV Å⁻¹

---

(3)
ORCA calculation (ωB97M-V with the def2-TZVPD basis set) on a cluster of 2 separate species, C2H5F2P in total in a non-equilibrium geometry.

```
! wB97M-V def2-TZVPD RIJCOSX def2/J DEFGRID3
* xyz 0 1
C 1.7915 0.2252 -0.0235
C -2.0786 -0.4377 0.3158
F -2.6130 -0.9274 1.4994
F -2.2048 0.9113 0.5633
P -1.3572 -0.9816 -1.0008
H 1.3131 0.6744 -0.8675
H 1.2577 0.5228 0.8613
H 2.8456 0.6271 0.2290
H 1.6269 -0.7722 -0.3865
H -0.5813 0.1581 -1.1906
*
```

molar mass: 98.03 g mol⁻¹
SMILES: FC(F)=P.C
LUMO level: -0.005 hartree
max |F|: 7.153 eV Å⁻¹

---

(4)
ORCA calculation (ωB97M-V with the def2-TZVPD basis set) on the molecule C4H5NO2 in a non-equilibrium geometry.

```
! wB97M-V def2-TZVPD RIJCOSX def2/J DEFGRID3
* xyz 0 1
C -0.2555 -0.4680 -0.4751
C -0.5966 1.6226 -0.3382
C 0.4891 1.4102 0.4773
C 0.5445 0.0060 0.5648
H -0.4266 -2.6032 -0.6852
H -1.7409 -1.5314 -0.7426
H -0.8030 2.5118 -0.8609
H 1.2660 1.9251 1.0984
H 2.0121 -0.7417 1.5308
N -0.6750 -1.6748 -1.0659
O -0.9922 0.4745 -0.9554
O 1.1781 -0.9311 1.4518
*
```

molar mass: 99.09 g mol⁻¹
SMILES: Nc1occc1O
LUMO level: 0.029 hartree
max |F|: 8.172 eV Å⁻¹